Here is a 3-piece molecular cluster, C13H31BrNO3P overall from the OMol25 dataset. Energies are from ωB97M-V with the def2-TZVPD basis set.

The orbital gap is 10.52 eV. Its SMILES is NC(=O)OP(O)Br.CCCCCC.CCCCCC. The calculation puts the HOMO energy at -10.02 eV. Its total energy is -100949.9853 eV.

```
50
Properties=species:S:1:pos:R:3:nbo_charge:R:1
Br -3.59 -3.06 2.52 -0.280
P -3.16 -1.05 3.41 1.299
O -1.79 -0.78 2.56 -0.837
O -0.96 1.21 3.23 -0.495
O -4.14 -0.11 2.51 -0.982
N 0.34 -0.68 3.55 -0.895
C -0.90 1.68 -0.49 -0.399
C 3.53 -2.75 0.51 -0.398
C 1.02 -3.17 0.57 -0.613
C -0.81 0.03 3.16 0.902
C 4.47 -1.24 -2.05 -0.610
C 3.29 -0.82 -1.18 -0.400
C -1.29 0.23 -0.76 -0.617
C 3.43 -1.24 0.28 -0.395
C -2.29 4.61 -2.33 -0.610
C -2.07 2.53 -0.01 -0.401
C -3.23 2.65 -1.00 -0.397
C -2.86 3.20 -2.37 -0.398
C 2.36 -3.56 -0.04 -0.401
H 0.21 -3.78 0.17 0.219
H 4.46 -3.12 0.08 0.203
H -0.43 -0.36 -1.07 0.202
H 4.59 -2.32 -2.08 0.200
H 2.55 -4.62 0.15 0.203
H 0.70 -1.23 2.78 0.395
H 2.59 -0.83 0.85 0.193
H -2.06 4.98 -3.33 0.208
H -4.00 3.29 -0.56 0.198
H 2.37 -1.23 -1.60 0.193
H -3.00 5.30 -1.87 0.200
H 5.40 -0.81 -1.67 0.202
H 3.60 -2.92 1.59 0.198
H -3.71 1.67 -1.12 0.200
H 4.34 -0.89 -3.08 0.211
H -1.37 4.66 -1.75 0.201
H 0.77 -2.13 0.36 0.199
H -4.93 0.14 3.00 0.507
H -3.75 3.19 -3.01 0.200
H 4.32 -0.76 0.70 0.204
H -2.45 2.11 0.93 0.213
H 2.31 -3.44 -1.13 0.197
H -2.03 0.15 -1.56 0.202
H 0.13 -1.32 4.31 0.390
H 1.03 -3.31 1.65 0.190
H -1.72 -0.23 0.13 0.211
H -1.70 3.53 0.24 0.199
H 3.18 0.27 -1.22 0.205
H -0.12 1.70 0.27 0.201
H -0.46 2.11 -1.39 0.192
H -2.14 2.53 -2.86 0.193
```